1.
DFT (wB97M-V/def2-TZVPD) results for C17H27N3O3 in the gas phase at a distorted geometry.

Positions of all 50 atoms, in Å:
C: -2.63809 -2.93328 -0.70542
C: -2.00399 -1.90268 -1.62717
O: -2.07516 -0.57738 -1.09432
C: -3.25850 0.02582 -1.10627
O: -4.26276 -0.45812 -1.56486
C: -3.23843 1.41976 -0.48831
C: -1.83759 2.02827 -0.32554
C: -1.32128 1.82629 1.10593
N: -1.74639 0.54594 1.60520
C: -1.02799 -0.59971 1.60102
O: -1.52054 -1.65022 2.00050
C: 0.36703 -0.60223 1.12450
C: 1.18791 -1.74375 1.18283
C: 2.37884 -1.37623 0.59930
C: 3.58542 -2.22983 0.43274
N: 2.23619 -0.07506 0.22847
C: 3.14872 0.80760 -0.49495
C: 2.59668 2.23268 -0.40780
C: 4.54468 0.77908 0.13432
C: 3.19692 0.37613 -1.96516
N: 1.02824 0.38657 0.53620
C: -3.17351 0.46014 1.85149
C: -3.95268 1.34423 0.87094
H: -2.43369 -3.93045 -1.08494
H: -3.71404 -2.78418 -0.66471
H: -2.22832 -2.83926 0.29795
H: -0.93390 -2.08774 -1.74471
H: -2.49573 -1.91168 -2.60665
H: -3.84616 2.03888 -1.15649
H: -1.14897 1.55083 -1.02131
H: -1.86786 3.09575 -0.54873
H: -1.73266 2.59370 1.77045
H: -0.23517 1.88023 1.12426
H: 0.92408 -2.69327 1.59910
H: 3.30707 -3.25983 0.64262
H: 3.98746 -2.18323 -0.57715
H: 4.36897 -1.94376 1.13392
H: 1.60108 2.28241 -0.83702
H: 2.53905 2.55239 0.62904
H: 3.25061 2.91029 -0.95005
H: 5.12336 1.62116 -0.23662
H: 4.47215 0.86481 1.21617
H: 5.08286 -0.12975 -0.11285
H: 3.57631 -0.63672 -2.07019
H: 3.84512 1.04468 -2.52543
H: 2.19903 0.41524 -2.39584
H: -3.39173 0.76172 2.88415
H: -3.45567 -0.59068 1.74362
H: -4.95467 0.93680 0.73337
H: -4.05233 2.35766 1.26442

## Properties
**Multiplicity**: 1
**Relative energy (zero: lowest compared OMol25 entry of this formula, charge and spin)**: 1.230 eV
**Total charge**: 0

2.
DFT (wB97M-V/def2-TZVPD) results for a molecular structure, C17H27N3O3Zr.

Positions of all 51 atoms, in Å:
Zr: -0.27617 0.00676 -0.13453
C: 1.50684 2.60552 0.71970
O: 1.01415 1.21641 1.03455
C: 0.99394 0.93909 2.49605
C: 1.05794 -0.54940 2.64176
O: 0.07935 -1.12139 1.67008
C: -0.98978 -2.05088 2.13619
C: -2.29109 -1.40150 1.78346
O: -2.12830 -0.88656 0.39880
C: -3.36397 -1.02538 -0.44974
H: 2.52510 2.66289 1.09053
H: 0.83560 3.29788 1.21891
H: 1.46883 2.71356 -0.35892
H: 0.08746 1.38446 2.90411
H: 1.86685 1.40558 2.95193
H: 0.79165 -0.85674 3.65135
H: 2.03151 -0.95333 2.37948
H: -0.88837 -2.20629 3.20831
H: -0.83515 -2.99194 1.61438
H: -2.53899 -0.55273 2.41763
H: -3.10859 -2.12126 1.79907
H: -3.49747 -2.08455 -0.64720
H: -3.18710 -0.45602 -1.35666
H: -4.18441 -0.60081 0.12090
C: 3.32495 -1.57217 -0.18885
C: 2.04987 -1.28097 -0.90991
C: 0.98420 -2.20889 -0.92366
C: -0.14074 -2.02147 -1.73452
C: -0.25086 -0.87384 -2.53743
C: 0.79417 0.06192 -2.53184
C: 1.90341 -0.11433 -1.69363
H: 3.82315 -0.66893 0.16483
H: 3.99712 -2.03869 -0.92246
H: 3.19701 -2.28758 0.62298
H: 1.08386 -3.12946 -0.35965
H: -0.89590 -2.79697 -1.79704
H: -1.07223 -0.77221 -3.23853
H: 0.78227 0.88918 -3.23208
H: 2.72260 0.59580 -1.74194
N: -3.90311 3.94898 1.17128
C: -3.07839 3.43852 0.26925
C: -2.32010 2.26483 0.48962
N: -1.50279 1.79957 -0.47635
C: -1.41196 2.46623 -1.64482
C: -2.17662 3.62344 -1.83399
N: -2.98461 4.09288 -0.91469
H: -4.05171 3.54198 2.07998
H: -4.42299 4.78654 0.93834
H: -2.38958 1.71558 1.42069
H: -0.76612 2.09397 -2.41986
H: -2.11670 4.16141 -2.77506

## Properties
**Multiplicity**: 1
**Total charge**: +4

It is found that the Kohn-Sham gap values, taken in the order of the records, are 9.420; 5.501 eV.